{"formula": "C23H29AuGeN4O2", "method": "ωB97M-V with the def2-TZVPD basis set", "charge": 1, "de_lowest_kj_mol": 29.2, "gap_ha": [0.2945, 0.2030], "lumo_ev": [-2.27, -4.77], "homo_energy_ev": [-10.29, -10.30], "e_tot_ev": -94580.801, "spin_multiplicity": 2, "symbols": ["Au", "Ge", "O", "O", "N", "N", "N", "N", "C", "C", "C", "C", "C", "C", "C", "C", "C", "C", "C", "C", "C", "C", "C", "C", "C", "C", "C", "C", "C", "C", "C", "H", "H", "H", "H", "H", "H", "H", "H", "H", "H", "H", "H", "H", "H", "H", "H", "H", "H", "H", "H", "H", "H", "H", "H", "H", "H", "H", "H", "H"], "coordinates": [[-0.0098, 0.2187, 0.7250], [-1.2519, 2.1184, -0.1000], [1.2493, -1.4139, 1.5432], [1.6797, -3.5938, 1.5622], [-0.0004, -1.4871, -0.8270], [0.4527, -5.8000, 1.0928], [-1.5915, -6.3569, 2.0694], [0.0108, -5.1611, 3.2318], [3.9310, 3.7489, -1.2279], [-1.0861, 4.2470, 3.5708], [3.1869, 3.3921, -0.0814], [0.0209, 3.0840, -3.9998], [1.8688, 3.0558, -0.1931], [-0.2538, -5.1114, -1.2077], [0.2303, -2.7776, -0.1500], [-1.6106, 5.4808, 3.2132], [-0.1598, 2.6828, -1.6105], [-1.8922, 4.7108, 0.9518], [1.3323, 3.4292, -3.8675], [-3.0517, 1.6969, -0.7183], [3.3318, 3.7618, -2.4530], [-1.3679, 3.4663, 1.3017], [0.1806, -6.2426, -0.2708], [1.2149, 3.0453, -1.4537], [1.1627, -2.5727, 1.0710], [-2.0132, 5.7130, 1.9048], [-0.3805, -5.7807, 2.1107], [1.9648, 3.4149, -2.5981], [0.6645, -3.8795, -1.1489], [-0.7253, 2.6992, -2.8613], [-0.9651, 3.2441, 2.6176], [-3.6540, 1.3539, 0.1226], [0.8849, -4.6523, 3.2281], [1.6897, -4.1982, -0.9482], [-2.1978, 4.9111, -0.0701], [-0.5489, 2.2828, 2.9039], [-1.7033, 6.2637, 3.9544], [-3.5038, 2.6096, -1.1106], [-2.1238, -6.4857, 2.9117], [1.2591, -5.1270, 1.1731], [-0.2381, -5.5342, -2.2133], [3.8925, 4.0423, -3.3375], [1.3031, 2.8178, 0.7020], [4.9746, 4.0175, -1.1286], [-1.7651, 2.4221, -2.9928], [3.6628, 3.4007, 0.8910], [-2.4162, 6.6780, 1.6251], [-1.2870, -4.8057, -1.0136], [0.7859, -1.2408, -1.4211], [1.1264, -6.6481, -0.6300], [-0.7682, 4.0664, 4.5898], [-0.4553, 3.1071, -4.9717], [-0.7258, -3.0529, 0.3086], [-0.5280, -7.0701, -0.2891], [-0.6026, -5.0565, 4.0194], [-1.8691, -6.8888, 1.2657], [0.6745, -3.4150, -2.1361], [1.9137, 3.7210, -4.7346], [-3.0652, 0.9352, -1.4978], [-0.8373, -1.4867, -1.3972]]}